# C24H53GeN3O11PTeTi

A structure of composition C24H53GeN3O11PTeTi (wB97M-V/def2-TZVPD, the OMol25 dataset).

Structure (XYZ):
```
95
Properties=species:S:1:pos:R:3:forces:R:3:mulliken_charge:R:1
Te -2.385210 -2.036239 4.520624 -0.01 0.01 0.00 -0.043
Ge 3.199674 -0.121566 0.434812 -0.06 -0.05 0.11 -1.405
Ti -0.010994 0.199673 0.353142 -0.24 -0.20 -0.27 1.543
P -2.079788 -0.227582 2.921413 -0.19 0.23 0.34 -0.058
O -1.369163 1.764870 0.848582 -0.01 0.06 -0.03 -0.497
O 1.694738 -1.332399 0.527750 0.06 0.08 -0.06 1.299
O -3.051543 3.013678 0.687999 0.01 0.00 -0.02 -0.529
O -1.286180 -0.856459 1.843474 0.28 -0.04 -0.12 -1.063
O -0.403142 -2.312394 -1.743991 -0.17 -0.02 -0.03 -0.149
O 3.137895 0.164583 -1.399915 0.01 -0.04 0.00 0.036
O -3.475423 0.332478 2.446560 0.17 -0.12 0.00 0.518
O 1.835913 1.196468 0.755824 0.05 0.08 0.06 0.675
O -2.061628 -0.463875 -0.790403 0.05 0.17 0.02 -0.620
O 0.289542 0.357598 -1.728314 0.09 -0.07 -0.07 0.481
O -1.328939 0.918681 3.683678 -0.12 -0.16 0.09 -0.192
N 0.081730 0.596611 -3.933048 0.01 -0.04 0.01 0.326
N -3.867433 -1.794699 -0.672261 -0.08 0.04 -0.09 0.398
N -2.137483 2.468795 0.093408 -0.03 -0.03 0.05 0.213
C -4.530359 -3.046279 -0.978288 0.01 -0.02 0.00 -1.029
C -1.706030 -2.730383 -1.424213 0.14 0.05 -0.04 -1.885
C -4.740181 0.215888 3.124459 0.01 0.08 0.04 -0.536
C 3.672210 -0.058827 -3.682204 0.01 -0.01 -0.03 -1.202
C 2.096966 2.609456 0.780024 0.01 -0.04 -0.02 1.525
C 0.055479 -0.155215 -2.812685 0.11 0.08 -0.03 0.721
C -2.550486 2.452261 5.132857 0.04 -0.04 -0.02 -1.444
C 5.461927 0.451589 -2.018459 -0.01 0.00 0.00 -1.875
C 1.580201 3.215049 -0.520506 0.00 0.03 0.01 -0.885
C 1.366145 3.193474 1.982870 0.01 0.02 0.01 -1.503
C -4.717917 -0.647732 -0.383615 -0.02 -0.02 0.01 -0.721
C 1.783274 -1.974332 2.867031 -0.01 0.01 0.03 -1.607
C 4.156950 -0.311921 -2.256588 -0.03 0.01 0.00 1.520
C 0.621849 -3.377553 1.140600 0.00 -0.01 -0.01 -1.042
C 4.382584 -1.813514 -2.064075 0.01 0.01 0.01 -1.424
C 3.087515 -3.237002 1.145807 -0.02 -0.01 -0.01 -1.931
C 3.594368 2.880918 0.912091 -0.02 -0.01 -0.01 -2.078
C -0.268769 -1.641577 -2.970834 -0.01 0.09 0.04 -1.895
C 1.801880 -2.449106 1.414554 -0.01 -0.07 -0.04 1.624
C -2.564326 -1.565454 -0.935722 0.03 -0.12 0.10 0.917
C 0.410184 2.007703 -3.781623 -0.02 0.01 -0.01 -0.861
C 0.101404 0.069737 -5.283168 0.00 0.02 0.01 -1.125
C -1.784704 2.290793 3.840103 -0.02 0.12 -0.04 0.546
C -5.579351 1.409139 2.737800 0.00 0.00 0.00 -1.246
H 3.998372 2.423314 1.816690 0.00 0.00 0.00 0.401
H 3.433955 -2.345489 -2.166319 0.00 0.00 0.00 0.167
H 5.815393 0.289512 -0.998314 0.00 0.00 0.00 0.348
H 4.406329 -0.396072 -4.417697 0.00 0.00 -0.01 0.464
H 4.140935 2.492310 0.049940 0.00 0.00 0.00 0.405
H -0.865309 2.871237 3.851350 -0.01 0.02 0.01 0.265
H 0.502276 3.065306 -0.609504 0.00 -0.01 0.01 -0.159
H -5.505488 -0.956964 0.305305 0.02 0.02 0.00 0.351
H 5.293790 1.521620 -2.157188 0.00 0.00 0.00 0.349
H 0.873151 -1.409197 3.072871 0.00 -0.01 -0.02 0.015
H -4.118733 0.140124 0.063109 -0.01 -0.01 -0.01 -0.102
H -1.952451 2.136742 5.988244 0.00 0.00 0.00 0.365
H 1.828063 -2.822946 3.554282 0.00 0.00 0.00 0.506
H 2.640641 -1.327581 3.064906 0.01 0.00 0.00 0.283
H 3.494995 1.007912 -3.830601 -0.01 0.00 0.01 0.249
H 0.294867 3.021670 1.886838 0.01 -0.01 -0.01 -0.228
H 0.120612 2.526743 -4.694098 0.00 -0.01 0.00 0.472
H 4.781040 -2.019478 -1.068176 0.00 0.00 0.00 0.361
H -5.195827 -0.729029 2.824325 0.00 0.00 -0.02 0.354
H -4.582340 0.178761 4.204846 0.00 -0.02 0.00 0.524
H 1.726951 2.718670 2.898587 -0.01 0.00 0.00 0.417
H -0.177240 -0.978396 -5.310938 0.00 -0.02 0.01 0.449
H 0.553384 -2.115521 -3.517324 0.00 0.03 0.01 0.550
H 3.130342 -3.533094 0.096208 0.00 0.00 0.01 0.339
H 1.543058 4.269230 2.053150 0.00 0.00 0.00 0.506
H 2.734500 -0.594990 -3.851788 0.01 0.01 0.00 0.081
H -2.816743 3.501584 5.266236 0.01 0.01 -0.01 0.394
H -3.475968 1.874996 5.124011 -0.03 -0.01 0.01 0.261
H 1.478335 2.148626 -3.604151 -0.02 -0.01 0.00 0.093
H 3.977497 -2.652594 1.381259 0.00 0.02 0.00 0.343
H -0.603733 0.622271 -5.905955 0.00 0.01 0.00 0.330
H 2.073637 2.727063 -1.362358 0.01 0.00 0.02 -0.147
H 6.243612 0.129111 -2.710588 0.00 0.00 0.00 0.449
H -3.851859 -3.888673 -0.869136 0.00 0.00 0.00 0.374
H -4.947269 -3.053612 -1.990641 -0.01 -0.01 0.00 0.301
H -5.116481 2.332801 3.083081 0.01 0.00 0.00 0.258
H -2.185088 -3.217889 -2.282512 0.01 0.00 -0.01 0.690
H -5.347915 -3.191749 -0.272918 0.00 0.00 0.00 0.320
H 1.099485 0.168789 -5.719414 0.00 -0.01 0.00 0.308
H -1.610171 -3.470502 -0.628246 0.01 -0.01 0.01 0.497
H 3.103542 -4.139877 1.760655 0.01 0.00 0.00 0.484
H -0.317662 -2.854808 1.313030 -0.02 0.01 -0.01 -0.331
H -0.137553 2.421736 -2.939017 0.01 0.01 0.01 0.173
H -1.174142 -1.732516 -3.581912 0.00 -0.07 0.03 0.635
H 0.664020 -4.249868 1.797752 0.00 0.00 0.01 0.599
H -6.571467 1.319255 3.182022 0.00 0.00 0.01 0.453
H 5.091282 -2.203864 -2.798497 0.00 0.00 -0.01 0.515
H 0.663298 -3.715330 0.103455 -0.01 0.01 0.01 0.260
H -5.181986 -0.261314 -1.295914 0.00 -0.03 0.00 0.294
H 3.766295 3.957793 0.962579 0.00 0.00 0.00 0.459
H -5.678034 1.477428 1.655324 0.00 -0.01 0.00 0.256
H 1.783860 4.288517 -0.549480 0.00 0.00 -0.02 0.619
H -2.357436 2.572902 2.957083 0.00 -0.02 0.01 -0.115
```
Forces are in eV/Å.

Calculated values
maximum force: 0.00880 Eh/bohr
energy relative to the best compared isomer or geometry (same formula, charge and spin): 109.83 kJ/mol
Kohn-Sham gap (spin up / spin down): 5.35 / 4.42 eV
<S²>: 3.756
multiplicity: 4

# C24H53N2O4S3Si

A cluster of 2 separate species, C24H53N2O4S3Si in total (wB97M-V/def2-TZVPD, the OMol25 dataset).

Structure (XYZ):
```
87
Properties=species:S:1:pos:R:3:forces:R:3:mulliken_charge:R:1
S -0.464374 2.564165 -1.477372 -0.08 0.09 -0.09 0.478
S -3.494973 -1.149146 3.101074 0.16 0.10 0.09 -0.232
S -4.870173 -0.371044 0.547818 0.08 0.19 0.16 -0.049
Si 1.095914 7.139997 -2.487751 0.04 0.15 -0.12 0.361
O 0.829350 5.757219 -1.600322 -0.09 0.07 0.13 -0.119
O 1.015321 3.149956 -1.461618 0.10 -0.08 0.04 -0.228
O -1.328670 3.409369 -0.687183 0.01 -0.08 0.01 -0.509
O -0.120641 1.255064 -0.530203 0.21 -0.10 -0.05 -0.103
N -5.679253 0.362544 2.969028 -0.11 -0.23 -0.29 0.144
N 2.948534 -4.911008 -0.788649 -0.03 0.01 -0.01 0.351
C 3.141057 -4.222508 1.721042 -0.04 -0.05 -0.01 -1.220
C 2.500509 -1.875016 -2.034070 0.00 0.00 0.00 -1.310
C -0.491986 7.515498 -3.382235 -0.01 0.00 0.01 -1.087
C 1.712352 5.329397 -0.599159 -0.03 -0.06 -0.06 -0.463
C 2.666772 -6.302189 -0.265018 0.00 -0.04 0.00 -0.616
C -5.329643 1.796218 3.066916 0.04 0.05 0.22 -0.340
C 4.901649 -6.223826 -1.251353 0.00 0.00 0.02 -0.690
C -1.010778 0.150402 -0.717454 -0.02 -0.05 0.14 -0.772
C -2.123975 0.153409 0.320304 0.04 0.10 -0.05 0.191
C 1.485707 3.843604 -0.289923 0.02 0.03 0.08 -0.550
C 1.692341 -4.287241 -1.367191 -0.02 0.01 0.05 -0.620
C 1.268250 -2.500947 1.838457 -0.14 0.00 0.03 -0.790
C -4.677087 2.171923 4.402930 0.03 -0.11 0.03 -1.207
C 1.677116 -3.950170 2.072531 0.05 0.05 -0.04 -0.364
C 2.475623 6.855352 -3.718092 0.02 0.01 0.04 -1.079
C -3.230956 -0.832984 -0.038995 0.02 -0.26 -0.03 -0.855
C 1.875521 -3.209559 -2.431732 0.03 0.01 -0.01 -0.359
C 3.565696 -4.004887 0.274984 0.07 0.03 0.01 -0.375
C 3.994230 -7.061766 -0.328131 0.01 0.01 0.01 -0.600
C -8.045790 0.247909 3.672033 0.09 0.04 0.07 -1.251
C -4.684190 -0.381004 2.307726 -0.18 -0.02 -0.05 -0.245
C -7.056438 0.097291 2.517536 0.04 0.14 -0.04 -0.576
C 3.973366 -5.185479 -1.861279 0.02 0.04 0.03 -0.831
C 1.565789 8.569710 -1.372970 -0.02 -0.04 0.04 -1.112
H 5.382305 -6.815632 -2.026585 -0.03 0.00 -0.01 0.435
H -8.881892 -0.441414 3.558489 -0.06 0.09 -0.06 0.376
H -0.278082 7.996785 -4.339338 -0.03 0.01 0.01 0.344
H -8.441722 1.261309 3.741786 0.00 -0.01 0.01 0.324
H 3.820177 -8.056827 -0.731487 0.01 -0.01 0.02 0.367
H 3.428993 -5.583072 -2.717577 0.01 -0.02 0.00 0.533
H 1.895277 -1.814244 2.408843 0.01 -0.01 0.00 0.426
H 2.208662 8.281644 -0.538088 0.03 -0.02 -0.05 0.322
H 0.675327 9.044392 -0.955802 0.02 -0.01 0.03 0.305
H 4.642473 -4.139403 0.202284 0.00 -0.01 0.01 0.293
H -1.698492 -0.096095 1.291755 -0.07 0.09 -0.01 0.157
H 4.437545 -7.187630 0.657670 -0.01 0.04 0.01 0.280
H 2.227502 -6.240295 0.723197 -0.04 0.00 -0.02 0.335
H -3.709189 2.651540 4.260379 -0.03 0.05 0.00 0.308
H 3.446982 -5.214380 2.061058 0.00 0.00 -0.01 0.245
H 1.535712 -4.199362 3.125132 0.00 0.01 0.00 0.525
H 2.354589 -1.154811 -2.837820 0.00 0.00 0.00 0.444
H 4.459050 -4.254107 -2.143236 -0.04 0.01 -0.03 0.358
H -4.679283 2.075251 2.231022 -0.04 -0.03 -0.02 0.295
H -3.015785 -1.841038 0.319330 0.06 0.02 -0.01 0.405
H 0.858600 -3.024320 -2.787136 0.00 0.00 0.01 0.475
H -0.391442 -0.745469 -0.614755 -0.04 -0.03 -0.08 -0.212
H 3.346229 6.359539 -3.282946 -0.02 0.00 0.01 0.319
H 1.339724 -2.216923 0.786585 0.01 0.05 0.03 -0.198
H 2.404922 -3.623672 -3.291599 -0.03 -0.01 -0.01 0.293
H -5.310577 2.841860 4.983839 0.02 0.02 -0.01 0.329
H -1.412776 0.161607 -1.738048 -0.02 0.06 0.01 0.552
H 2.758423 5.488361 -0.888272 -0.02 -0.01 -0.08 0.353
H 5.695899 -5.743996 -0.681858 0.02 -0.02 -0.02 0.302
H 3.344245 -2.989783 -0.039304 0.00 -0.02 -0.01 0.375
H -3.356866 -0.886071 -1.124353 -0.06 0.01 0.02 0.479
H -7.544964 0.018329 4.612676 -0.02 -0.07 -0.02 0.321
H 2.038671 -1.454294 -1.139000 0.00 0.01 -0.02 0.229
H -4.515866 1.271001 4.993707 0.02 0.02 -0.02 0.344
H -1.070465 6.611302 -3.579198 0.05 -0.01 -0.01 0.287
H 2.425371 3.362983 -0.019769 -0.01 0.03 0.08 0.395
H -6.258870 2.348414 2.922522 0.01 0.00 0.04 0.434
H 1.006831 -4.618749 1.523383 0.00 -0.02 0.02 0.237
H -7.090021 -0.921191 2.130349 0.02 -0.01 0.07 0.505
H 2.104467 9.322522 -1.953192 -0.03 0.03 0.03 0.367
H -2.525890 1.166425 0.393538 -0.02 -0.02 -0.08 0.282
H 3.762399 -3.523943 2.289399 0.00 0.00 0.00 0.574
H 2.811189 7.824662 -4.096400 0.01 -0.04 -0.05 0.385
H 0.779176 3.717438 0.527965 -0.10 0.01 -0.09 0.358
H 2.134532 6.263247 -4.569440 0.02 -0.03 0.03 0.271
H 1.120243 -3.911879 -0.521029 0.00 -0.01 -0.02 0.379
H 1.930745 -6.738508 -0.936296 0.03 0.00 -0.04 0.532
H 3.576511 -1.943591 -1.866412 0.00 0.00 0.00 0.361
H 0.234339 -2.338106 2.143586 0.00 0.02 0.01 0.311
H 1.533009 5.892449 0.323189 0.12 -0.02 0.03 0.255
H -7.328638 0.772321 1.695738 -0.05 -0.11 -0.06 0.419
H -1.117159 8.194580 -2.800306 -0.03 -0.04 0.00 0.314
H 1.131687 -5.109403 -1.809850 0.01 -0.01 -0.01 0.321
```
Forces are in eV/Å.

Calculated values
maximum force: 0.00745 Eh/bohr
Kohn-Sham gap: 7.91 eV
net charge: +1

| no. | calculated total energy (Ha) |
| --- | --- |
| 1 | -5474.0842 |
| 2 | -2840.5676 |